# 1
{
  "formula": "C29H37CsN10O3S",
  "method": "the ωB97M-V functional and the def2-TZVPD basis",
  "total_energy_ev": -63100.9555,
  "gap_ev": 7.05,
  "relative_energy_kcal_mol": 7.2,
  "lumo_ha": -0.0004,
  "elements": ["Cs", "O", "C", "N", "C", "C", "C", "C", "C", "C", "N", "C", "C", "C", "C", "C", "N", "H", "H", "H", "H", "H", "H", "H", "H", "H", "H", "C", "O", "C", "O", "N", "N", "H", "H", "H", "H", "H", "H", "S", "C", "C", "C", "N", "C", "C", "C", "C", "C", "N", "C", "C", "H", "H", "H", "H", "H", "H", "H", "H", "C", "N", "C", "C", "N", "N", "C", "C", "H", "H", "H", "H", "H", "H", "H", "H", "H", "H", "H", "H", "H"],
  "xyz": [[-0.27500, 1.55703, 0.73272], [4.50252, 2.01329, 2.58265], [3.45270, 1.87738, 1.91605], [2.27630, 1.44803, 2.33423], [2.34377, 1.11661, 3.73434], [1.05196, 0.66896, 4.36788], [1.07547, 0.31002, 5.72382], [-0.08257, -0.08786, 6.35271], [-1.26242, -0.13554, 5.61448], [-1.19678, 0.22309, 4.28424], [-0.07782, 0.61700, 3.66540], [3.56665, 2.22259, 0.43231], [4.74546, 2.82466, -0.00729], [4.89901, 3.11456, -1.34875], [3.87776, 2.78250, -2.22969], [2.74619, 2.18186, -1.70896], [2.58124, 1.91238, -0.41376], [2.72261, 1.95948, 4.33298], [3.08712, 0.32354, 3.92295], [2.01327, 0.36043, 6.26337], [-0.07462, -0.35998, 7.40085], [-2.20060, -0.44221, 6.05698], [-2.09237, 0.19324, 3.67112], [5.50544, 3.03470, 0.73105], [5.80471, 3.58604, -1.70993], [3.95711, 2.97782, -3.29074], [1.92923, 1.88648, -2.36153], [-4.92856, 1.49169, 3.54436], [-4.58793, 0.32460, 2.78898], [-3.77205, 0.55871, 1.73653], [-3.36312, 1.65456, 1.42912], [-3.48600, -0.61795, 1.12401], [-2.64451, -0.64921, 0.01698], [-5.58908, 1.14533, 4.33329], [-5.43525, 2.22068, 2.91521], [-4.03461, 1.94670, 3.96881], [-3.87614, -1.46162, 1.51327], [-3.13522, -1.00003, -0.79433], [-1.79125, -1.18131, 0.20874], [-2.85084, -0.89968, -6.09961], [-1.88657, -0.43614, -4.69438], [-1.50130, 0.86684, -4.40715], [-0.78498, 1.09931, -3.24407], [-0.45094, 0.15471, -2.36819], [-0.83855, -1.08902, -2.64922], [-1.54504, -1.43517, -3.78872], [-2.45187, 0.36871, -7.27333], [-1.14018, 0.63410, -7.64817], [-0.91526, 1.60308, -8.61099], [-1.88682, 2.28408, -9.21821], [-3.13558, 2.00880, -8.86151], [-3.47290, 1.07109, -7.89275], [-1.74801, 1.68830, -5.06500], [-0.47067, 2.11070, -3.00541], [-0.56708, -1.85168, -1.92676], [-1.81074, -2.46789, -3.97356], [-0.31344, 0.09927, -7.20009], [0.09746, 1.83751, -8.91873], [-3.91442, 2.57059, -9.36483], [-4.50691, 0.90013, -7.62624], [-1.12707, -3.11810, 2.33639], [0.30707, -2.95170, 2.41778], [0.81113, -2.85400, 3.78191], [0.92310, -2.24796, 1.40420], [0.20661, -1.66557, 0.49652], [2.29908, -2.23582, 1.45457], [3.03039, -3.45057, 1.77446], [3.00339, -1.32877, 0.57025], [-1.42497, -3.90140, 3.03462], [-1.41158, -3.41293, 1.32829], [-1.66176, -2.19652, 2.59845], [0.15188, -2.22327, 4.38478], [1.80038, -2.40628, 3.78825], [0.86349, -3.84290, 4.24454], [0.80467, -1.30810, -0.24351], [2.38153, -4.17485, 2.25710], [3.86827, -3.22706, 2.43811], [3.43074, -3.90548, 0.86088], [3.01649, -1.68596, -0.46964], [4.03384, -1.23912, 0.91421], [2.55532, -0.33957, 0.63030]],
  "forces_ev_per_a": [[-0.03, 0.11, -0.03], [0.00, -0.01, 0.01], [0.02, -0.03, -0.03], [0.02, 0.02, 0.03], [0.00, -0.01, -0.01], [0.00, -0.04, -0.01], [0.00, 0.02, 0.01], [0.00, 0.00, 0.00], [0.00, 0.00, 0.00], [0.01, 0.00, 0.01], [-0.02, -0.01, -0.01], [0.00, 0.00, -0.01], [-0.01, 0.00, 0.02], [0.00, 0.00, -0.01], [0.01, 0.00, 0.01], [0.00, 0.00, 0.01], [-0.01, -0.01, -0.01], [0.00, 0.00, 0.00], [0.00, 0.00, 0.00], [0.00, 0.00, 0.00], [0.00, 0.00, 0.00], [0.00, 0.00, 0.00], [0.00, 0.00, 0.00], [0.00, 0.00, 0.00], [0.00, 0.00, 0.00], [0.00, 0.00, 0.00], [0.00, 0.00, -0.01], [0.00, 0.00, 0.00], [-0.01, 0.00, 0.00], [0.00, -0.01, 0.01], [0.00, -0.01, 0.00], [-0.01, -0.01, -0.03], [0.00, -0.01, 0.02], [0.00, 0.00, 0.00], [0.00, 0.00, 0.00], [0.00, 0.00, 0.00], [0.00, 0.00, 0.01], [0.00, 0.00, 0.00], [0.01, 0.00, 0.01], [-0.01, 0.00, 0.00], [-0.01, 0.00, 0.01], [0.00, 0.00, 0.00], [0.00, 0.00, 0.00], [0.02, -0.02, 0.00], [0.01, 0.00, 0.00], [0.00, 0.00, -0.01], [0.01, -0.01, 0.00], [0.00, 0.00, 0.01], [-0.01, 0.01, -0.01], [0.01, 0.00, 0.00], [-0.01, 0.00, 0.01], [0.00, 0.01, -0.01], [0.00, 0.00, 0.00], [0.00, 0.00, 0.00], [0.00, 0.00, 0.00], [0.00, 0.00, 0.00], [0.00, 0.00, 0.00], [0.00, 0.00, 0.00], [0.00, 0.00, 0.00], [0.00, 0.00, 0.00], [0.00, -0.01, 0.00], [-0.01, 0.01, 0.00], [0.00, 0.01, 0.00], [0.01, -0.02, -0.01], [0.00, 0.01, 0.01], [0.00, 0.00, -0.01], [0.00, -0.01, -0.01], [-0.01, -0.01, 0.04], [0.00, 0.00, 0.00], [0.00, 0.00, 0.00], [0.00, 0.00, 0.00], [0.00, 0.00, 0.00], [-0.01, 0.00, 0.01], [0.00, 0.00, 0.00], [0.00, -0.01, 0.01], [0.01, 0.00, -0.01], [0.00, 0.00, 0.00], [0.00, 0.00, 0.00], [0.00, 0.00, 0.00], [0.00, 0.00, 0.00], [0.00, 0.00, -0.05]],
  "lowdin_charge": [0.97, -0.04, -0.57, -0.06, -0.22, -0.27, -0.03, -0.08, -0.08, -0.16, 0.04, -0.20, -0.01, -0.07, -0.07, -0.16, 0.02, 0.13, 0.12, 0.12, 0.11, 0.10, 0.08, 0.11, 0.10, 0.10, 0.08, -0.04, -0.05, -0.62, 0.00, 0.00, 0.02, 0.09, 0.10, 0.09, 0.15, 0.09, 0.01, 1.03, -0.52, -0.06, -0.14, 0.04, -0.16, -0.09, -0.54, -0.08, -0.14, 0.06, -0.14, -0.08, 0.11, 0.11, 0.09, 0.11, 0.12, 0.11, 0.11, 0.10, -0.07, -0.16, -0.05, -0.45, 0.09, -0.16, -0.06, -0.06, 0.09, 0.08, 0.07, 0.07, 0.08, 0.09, 0.01, 0.08, 0.09, 0.09, 0.10, 0.10, 0.04]
}

=====

# 2
{
  "formula": "C4H10N5O2",
  "method": "the ωB97M-V functional and the def2-TZVPD basis",
  "total_energy_ev": -15845.8100,
  "gap_ev": 10.42,
  "smiles": "NC(=[NH2+])N1CC(=O)N[C@@H](N)O1",
  "relative_energy_kcal_mol": 96.4,
  "lumo_ha": -0.1116,
  "charge": 1,
  "elements": ["C", "C", "C", "C", "N", "N", "N", "N", "N", "O", "O", "H", "H", "H", "H", "H", "H", "H", "H", "H", "H"],
  "xyz": [[-0.86420, -2.10838, -0.68438], [-1.23851, -1.11625, 0.29799], [0.87135, -0.61138, -1.37001], [0.17812, 1.36633, 1.49782], [-0.08935, 0.15526, 0.67453], [0.05532, -1.79576, -1.56895], [0.30850, 0.59386, -2.00476], [-0.71843, 1.94613, 2.26214], [1.39760, 1.81257, 1.23878], [-1.48804, -3.11592, -0.65229], [1.06391, -0.26968, -0.03551], [-2.29495, -0.78254, 0.19970], [-1.07687, -1.71246, 1.28610], [1.97229, -0.85567, -1.75162], [0.36965, -2.58611, -2.14471], [0.18828, 0.54346, -2.95591], [-0.58237, 0.69463, -1.55917], [-0.61714, 2.90476, 2.33154], [-1.57883, 1.49148, 2.48132], [2.02078, 1.22585, 0.61482], [2.12289, 2.21979, 1.84254]],
  "forces_ev_per_a": [[0.33, 0.51, -1.25], [0.25, 1.80, 6.10], [1.60, 1.16, -2.70], [0.60, -4.45, -3.94], [-1.16, 0.60, -0.28], [1.83, -0.39, -0.87], [1.29, -0.74, 3.04], [0.28, -1.94, -0.26], [2.92, -0.21, -0.38], [-1.19, -1.81, 0.24], [0.52, -0.64, 1.98], [1.02, 0.23, 0.09], [-0.85, 1.19, -1.61], [-2.46, 0.66, 0.73], [0.04, 0.71, 0.23], [-0.25, -0.42, -2.67], [-0.67, 0.50, -0.11], [-0.05, 2.18, 0.66], [-0.44, -0.04, 0.03], [-1.95, 0.60, 0.39], [-1.66, 0.50, 0.59]],
  "nbo_charge": [0.61, -0.28, 0.37, 0.68, -0.20, -0.63, -0.83, -0.75, -0.78, -0.53, -0.39, 0.27, 0.28, 0.23, 0.44, 0.38, 0.35, 0.43, 0.44, 0.46, 0.45]
}

=====

# 3
{
  "formula": "C4H11NP2",
  "method": "the ωB97M-V functional and the def2-TZVPD basis",
  "total_energy_ev": -24388.6299,
  "gap_ev": [7.51, 7.63],
  "relative_energy_kcal_mol": 110.0,
  "lumo_ha": [-0.0517, -0.0341],
  "elements": ["C", "C", "C", "C", "N", "P", "P", "H", "H", "H", "H", "H", "H", "H", "H", "H", "H", "H"],
  "xyz": [[-1.03389, -0.65384, 1.29018], [1.34238, -0.28643, 0.36275], [-0.38995, -1.81185, -0.88567], [-0.17545, -0.60136, 0.01549], [-0.72996, 2.63183, 0.61895], [-0.67421, 0.67255, -1.30710], [0.19590, 2.56622, -0.59110], [-2.07843, -1.05963, 0.99612], [-0.62238, -1.44791, 1.97262], [-1.15780, 0.30574, 1.81610], [2.12369, -0.42565, -0.28801], [1.40133, 0.74375, 0.70428], [1.43752, -0.94710, 1.31562], [0.28585, -1.59320, -1.76859], [-0.07483, -2.69061, -0.46438], [-1.36709, -1.85739, -1.47876], [0.00227, 3.60525, -1.55002], [1.51505, 2.84964, -0.75847]],
  "forces_ev_per_a": [[-1.41, -1.19, -0.38], [-3.23, -1.32, 4.15], [0.03, 2.49, -3.42], [0.66, 1.62, -0.79], [-1.35, -0.66, 2.04], [-0.40, 0.98, 1.04], [-0.09, 0.84, -3.07], [1.50, 0.86, 0.48], [-0.18, 0.80, -0.48], [0.25, -0.40, -0.29], [1.39, -0.85, -2.01], [-0.05, 0.01, 0.32], [0.74, 1.09, -1.50], [-0.18, -0.71, 0.74], [0.40, -2.41, 1.06], [0.78, -0.14, 1.61], [-0.72, -0.34, -0.37], [1.87, -0.66, 0.86]],
  "nbo_charge": [-0.63, -0.62, -0.64, -0.29, -0.93, 0.41, 0.91, 0.21, 0.21, 0.26, 0.22, 0.21, 0.21, 0.21, 0.22, 0.23, -0.09, -0.08]
}